# 1
Molecular formula: C4H11NO
Method: DFT, ωB97M-V/def2-TZVPD

Positions of all 17 atoms, in Å:
C: -1.404 -1.220 0.578
N: -0.087 -1.696 0.226
O: 0.673 -0.528 -0.555
C: 0.683 -0.705 -1.966
H: -2.020 -0.896 -0.279
H: -1.953 -1.977 1.142
H: -1.278 -0.361 1.241
H: -0.194 -2.504 -0.391
H: 1.445 -0.044 -2.373
H: -0.300 -0.477 -2.385
H: 0.929 -1.742 -2.218
C: 1.054 1.930 0.723
C: 0.162 2.185 1.652
H: 1.644 2.692 0.233
H: 1.061 0.772 0.190
H: -0.382 1.390 2.151
H: -0.034 3.181 2.031

Computed properties:
SMILES: CNOC.C=C
2S+1: 1
ΔE to the lowest compared entry with this formula, charge and spin: 117.2 kcal per mole
Highest occupied orbital energy: -9.408 eV
E_tot: -288.83017 hartree
Gap between HOMO and LUMO: 10.30 eV
LUMO level: 0.89 eV

=====

# 2
Molecular formula: C27H75Al2F4N10O22S4
Method: DFT, ωB97M-V/def2-TZVPD

Positions of all 144 atoms, in Å:
Al: 1.126 -1.730 3.841
Al: 4.036 2.492 1.614
N: 1.490 -4.080 2.013
S: 2.360 -5.340 1.758
O: 3.581 -5.390 0.927
O: 1.530 -6.553 1.723
F: 2.935 -5.408 3.263
S: 1.281 -3.835 0.328
O: 0.766 -4.865 -0.591
O: 2.004 -2.754 -0.261
F: -0.196 -3.215 0.581
N: -0.896 -1.211 5.752
S: -1.512 -1.603 6.988
O: -2.743 -2.312 6.879
O: -1.343 -0.764 8.146
F: -0.465 -2.778 7.327
S: -2.044 -0.070 5.414
O: -1.964 1.251 5.972
O: -3.371 -0.488 5.018
F: -1.338 0.240 3.995
C: 1.483 2.333 4.526
O: 2.267 1.336 3.935
H: 0.463 2.407 4.151
H: 1.541 2.447 5.608
H: 1.825 3.324 4.224
N: 5.030 -0.903 3.356
O: 5.460 -1.811 4.021
O: 5.693 0.144 3.111
O: 3.980 -1.083 2.828
N: 0.583 0.510 0.900
O: -0.128 -0.143 1.609
O: 0.080 1.332 0.183
O: 1.786 0.342 1.004
C: 2.503 3.522 -4.014
C: 2.069 2.737 -2.760
C: 1.981 1.168 -2.914
O: 3.258 0.615 -2.959
C: 3.199 -0.838 -2.842
N: 3.025 2.940 -1.677
H: 3.485 3.117 -4.262
H: 2.570 4.610 -4.007
H: 1.851 3.265 -4.849
H: 1.102 2.941 -2.300
H: 1.232 0.692 -3.548
H: 1.598 0.780 -1.971
H: 4.216 -1.229 -2.866
H: 2.796 -1.373 -3.701
H: 2.603 -1.141 -1.981
H: 3.370 3.890 -1.669
H: 3.818 2.362 -1.917
C: 1.005 5.500 -0.726
C: 0.649 5.103 0.748
C: -0.860 4.864 0.876
O: -1.332 4.132 2.109
C: -2.773 4.271 2.312
N: 1.177 3.751 0.979
H: 2.038 5.444 -1.070
H: 0.688 6.450 -1.156
H: 0.477 4.800 -1.374
H: 1.044 5.789 1.498
H: -1.312 4.188 0.150
H: -1.303 5.856 0.961
H: -3.075 4.162 3.354
H: -3.238 3.571 1.618
H: -3.263 5.228 2.132
H: 0.562 3.469 1.729
H: 0.764 3.076 0.351
C: -1.969 0.610 -3.044
C: -2.405 1.938 -3.503
C: -3.030 2.834 -2.330
O: -3.505 4.037 -2.896
C: -4.133 4.898 -2.046
N: -1.276 2.569 -4.105
H: -1.119 0.696 -2.368
H: -1.741 -0.030 -3.897
H: -2.801 0.233 -2.448
H: -3.092 1.738 -4.325
H: -2.289 3.028 -1.554
H: -3.784 2.236 -1.818
H: -3.624 4.981 -1.085
H: -5.198 4.683 -1.953
H: -4.094 5.923 -2.415
H: -1.558 3.516 -4.315
H: -0.595 2.679 -3.367
C: -3.155 -4.471 -6.250
C: -4.180 -3.580 -5.599
C: -3.725 -2.903 -4.265
O: -3.362 -3.697 -3.147
C: -3.280 -2.940 -1.912
N: -4.590 -2.592 -6.602
H: -2.369 -4.005 -6.843
H: -3.753 -5.173 -6.831
H: -2.558 -5.072 -5.565
H: -5.080 -4.174 -5.433
H: -4.428 -2.133 -3.945
H: -2.831 -2.375 -4.595
H: -2.920 -3.503 -1.051
H: -4.130 -2.298 -1.681
H: -2.433 -2.259 -1.989
H: -5.012 -2.936 -7.452
H: -3.857 -2.172 -7.155
C: -3.796 -3.572 2.837
C: -2.510 -3.233 3.594
C: -1.602 -4.482 3.852
O: -0.477 -4.073 4.567
C: 0.435 -4.992 5.142
N: -1.844 -2.276 2.750
H: -3.521 -3.814 1.810
H: -4.530 -2.766 2.833
H: -4.191 -4.495 3.259
H: -2.828 -2.852 4.564
H: -1.280 -5.042 2.974
H: -2.163 -5.157 4.499
H: 0.998 -4.434 5.890
H: 0.963 -5.632 4.434
H: -0.075 -5.729 5.762
H: -1.786 -2.679 1.826
H: -2.497 -1.531 2.554
C: 5.902 -1.889 -0.449
C: 5.977 -0.365 -0.208
C: 6.614 0.330 -1.385
O: 6.608 1.718 -1.069
C: 7.163 2.591 -2.097
N: 4.548 0.043 -0.055
H: 6.892 -2.280 -0.683
H: 5.340 -2.215 -1.325
H: 5.631 -2.423 0.462
H: 6.595 -0.172 0.669
H: 6.044 0.063 -2.275
H: 7.668 0.074 -1.493
H: 6.381 2.895 -2.793
H: 8.188 2.369 -2.392
H: 7.321 3.585 -1.677
H: 4.042 -0.628 0.506
H: 4.155 -0.062 -0.979
C: -5.208 0.520 0.778
C: -3.689 0.138 0.613
O: -3.073 0.208 1.879
H: -5.231 1.572 1.064
H: -5.719 -0.058 1.549
H: -5.790 0.479 -0.143
H: -3.187 0.791 -0.102
H: -3.650 -0.831 0.116
H: -2.167 0.485 1.725

Computed properties:
2S+1: 1
Highest occupied orbital energy: -10.700 eV
E_tot: -5752.29672 hartree
Gap between HOMO and LUMO: 1.49 eV
Net charge: +1
LUMO level: -9.21 eV

=====

# 3
Molecular formula: C2H4S2
Method: DFT, ωB97M-V/def2-TZVPD

Positions of all 8 atoms, in Å:
C: -0.260 0.457 2.564
C: 0.128 -0.477 -1.312
S: 0.989 1.226 2.924
S: -1.079 0.669 -0.552
H: -0.832 0.246 0.735
H: -0.202 -1.008 -2.194
H: 0.208 -1.201 -0.598
H: 1.049 0.088 -1.568

Computed properties:
2S+1: 1
ΔE to the lowest compared entry with this formula, charge and spin: 55.2 kcal per mole
Highest occupied orbital energy: -8.790 eV
E_tot: -874.87222 hartree
Gap between HOMO and LUMO: 8.36 eV
LUMO level: -0.43 eV

=====

# 4
Molecular formula: C10H68BrNO23PS2
Method: DFT, ωB97M-V/def2-TZVPD

Positions of all 106 atoms, in Å:
C: 1.899 -1.473 -0.848
C: 2.337 -0.349 0.083
Br: 4.099 0.301 -0.421
C: 1.354 0.822 0.238
C: 0.607 1.181 -1.038
C: 1.369 2.108 -1.983
C: 0.854 3.498 -1.674
C: -0.629 3.247 -1.549
N: -0.728 1.943 -0.759
C: -1.906 1.134 -1.270
C: -2.089 -0.219 -0.578
C: -3.418 -0.370 0.173
S: -4.764 -1.099 -0.779
P: -1.090 2.444 0.940
S: 0.077 3.677 1.841
H: 2.271 -2.424 -0.474
H: 2.295 -1.319 -1.849
H: 0.816 -1.547 -0.934
H: 2.508 -0.750 1.079
H: 1.885 1.705 0.592
H: 0.674 0.527 1.042
H: 0.290 0.284 -1.563
H: 2.439 2.033 -1.809
H: 1.184 1.863 -3.029
H: 1.031 4.169 -2.510
H: 1.315 3.920 -0.785
H: -1.260 4.037 -1.147
H: -0.963 3.034 -2.561
H: -1.738 1.017 -2.337
H: -2.786 1.772 -1.155
H: -1.257 -0.419 0.099
H: -2.035 -0.988 -1.348
H: -3.766 0.582 0.576
H: -3.312 -1.051 1.014
H: -4.990 -0.113 -1.641
H: -2.371 2.923 0.705
H: -1.311 1.228 1.576
O: -0.518 3.852 -4.635
H: -0.451 3.210 -5.350
H: -0.347 4.681 -5.092
O: 1.438 0.434 3.620
H: 2.283 0.901 3.672
H: 0.857 1.087 3.222
O: -7.397 -3.296 0.693
H: -6.643 -3.113 0.127
H: -7.516 -2.506 1.238
O: 7.608 0.305 -0.371
H: 7.893 -0.145 -1.182
H: 6.686 0.082 -0.231
O: 9.400 2.501 -0.539
H: 8.698 1.927 -0.196
H: 9.359 2.380 -1.489
O: -5.966 -5.715 1.676
H: -5.069 -5.368 1.633
H: -6.507 -5.061 1.210
O: -5.265 -8.045 3.351
H: -5.452 -7.364 2.694
H: -4.721 -7.611 4.015
O: -3.044 -0.158 -3.807
H: -3.696 -0.432 -3.152
H: -3.541 0.114 -4.583
O: 1.161 -2.405 -3.890
H: 0.421 -3.007 -4.006
H: 1.929 -2.981 -3.845
O: 0.686 7.142 3.626
H: 0.617 6.440 2.977
H: 0.668 6.709 4.483
O: 2.499 -4.542 0.559
H: 2.970 -4.430 1.389
H: 3.123 -4.997 -0.014
O: -2.695 5.689 2.784
H: -1.921 5.359 2.320
H: -3.300 6.009 2.110
O: -5.798 -4.930 4.540
H: -5.874 -5.358 3.679
H: -5.947 -5.618 5.194
O: 11.590 1.135 -2.377
H: 11.548 0.608 -1.570
H: 11.881 2.003 -2.065
O: 0.523 6.632 -1.300
H: 0.769 6.166 -0.496
H: 0.839 7.529 -1.148
O: -4.518 -8.838 0.630
H: -5.006 -9.011 1.445
H: -5.169 -8.488 0.018
O: 1.023 4.524 -7.055
H: 0.869 5.028 -7.860
H: 1.667 5.050 -6.570
O: 12.993 3.530 -3.513
H: 12.311 3.249 -4.129
H: 13.743 2.962 -3.711
O: -9.034 -1.981 2.565
H: -9.611 -2.744 2.671
H: -9.216 -1.415 3.323
O: -5.351 -8.705 6.109
H: -5.479 -9.250 5.325
H: -5.438 -9.303 6.855
O: 2.577 2.922 4.849
H: 2.127 2.758 5.684
H: 1.870 3.138 4.236
O: -6.663 -2.067 4.426
H: -6.230 -2.920 4.584
H: -7.430 -2.311 3.892
O: 8.970 -0.205 -2.806
H: 9.825 0.217 -2.609
H: 8.621 0.287 -3.552

Computed properties:
2S+1: 1
ΔE to the lowest compared entry with this formula, charge and spin: 5.8 kcal per mole
Highest occupied orbital energy: -12.110 eV
E_tot: -5918.58529 hartree
Gap between HOMO and LUMO: 9.39 eV
Net charge: +1
LUMO level: -2.72 eV

=====

# 5
Molecular formula: C16H25N3O3S
Method: DFT, ωB97M-V/def2-TZVPD

Positions of all 48 atoms, in Å:
C: 3.683 2.624 -0.356
C: 3.538 1.111 -0.430
C: 3.665 0.632 0.954
H: 2.830 0.983 1.612
H: 4.526 0.582 1.223
C: 3.236 -1.064 1.057
C: 1.839 -1.477 0.667
C: 0.763 -1.056 1.081
N: -0.504 -1.308 0.613
C: -0.532 -1.894 -0.473
N: 0.425 -2.011 -1.195
C: 1.714 -1.884 -0.891
O: 2.744 -2.496 -1.640
H: 0.386 -2.545 -2.089
S: -2.204 -1.991 -1.227
C: -3.181 -1.289 0.431
C: -2.465 -0.215 1.079
O: -2.412 -0.166 2.321
N: -2.143 1.179 0.268
C: -2.447 1.302 -0.975
H: -3.142 0.490 -1.568
C: -1.200 1.284 -1.690
C: -0.381 2.650 -1.949
H: -0.894 3.136 -2.658
H: 0.658 2.505 -2.528
C: -0.314 3.453 -0.770
H: -1.285 3.869 -0.770
C: -0.309 2.843 0.541
H: 0.256 1.797 0.622
H: 0.077 3.319 1.408
C: -1.710 2.327 1.005
H: -2.467 3.018 0.840
H: -1.634 1.962 2.125
H: 0.434 3.981 -0.843
H: -1.284 0.700 -2.834
H: -0.382 0.704 -1.275
H: -2.859 2.237 -1.427
H: -3.214 -2.021 1.322
H: -4.114 -0.965 -0.076
O: 0.666 -0.380 2.506
H: -0.066 -0.490 2.851
H: 3.892 -1.394 0.610
H: 3.307 -1.375 2.062
H: 4.050 0.481 -1.057
H: 2.281 0.976 -0.891
H: 3.077 3.069 0.194
H: 3.612 2.913 -1.405
H: 4.768 2.700 -0.047

Computed properties:
2S+1: 1
ΔE to the lowest compared entry with this formula, charge and spin: 391.2 kcal per mole
Highest occupied orbital energy: -8.360 eV
E_tot: -1412.31527 hartree
Gap between HOMO and LUMO: 8.15 eV
LUMO level: -0.21 eV

=====

# 6
Molecular formula: C4H4NO6S
Method: DFT, ωB97M-V/def2-TZVPD

Positions of all 16 atoms, in Å:
C: -1.182 -0.944 -0.456
C: -0.274 -1.356 -1.548
C: -0.624 -0.152 0.506
C: 1.050 -1.296 -1.605
N: 0.656 0.189 0.481
O: 2.593 1.140 1.649
O: 0.923 2.621 0.613
O: 0.413 1.424 2.631
O: -0.873 -2.125 -2.634
O: -1.434 0.148 1.618
O: 2.156 -1.048 -1.973
S: 1.191 1.286 1.454
H: -2.193 -1.271 -0.400
H: -1.891 -1.934 -2.480
H: -0.807 0.720 2.286
H: 0.295 2.597 -0.142

Computed properties:
2S+1: 1
ΔE to the lowest compared entry with this formula, charge and spin: 58.6 kcal per mole
Highest occupied orbital energy: -3.062 eV
E_tot: -1059.19320 hartree
Gap between HOMO and LUMO: 6.46 eV
Net charge: -1
LUMO level: 3.40 eV